1.
{
  "formula": "C22H46O14S7",
  "method": "wB97M-V/def2-TZVPD",
  "lumo_ha": 0.0053,
  "orbital_gap_ha": 0.34989,
  "largest_force_ha_per_bohr": 0.0328,
  "mol_weight_da": 759.07,
  "symbols": ["C", "O", "C", "O", "S", "O", "O", "S", "H", "H", "H", "H", "H", "H", "C", "C", "C", "S", "O", "O", "C", "H", "H", "H", "H", "H", "H", "H", "H", "C", "C", "C", "S", "O", "O", "C", "H", "H", "H", "H", "H", "H", "H", "H", "C", "C", "C", "S", "O", "O", "C", "H", "H", "H", "H", "H", "H", "H", "H", "C", "C", "C", "S", "O", "O", "C", "H", "H", "H", "H", "H", "H", "H", "H", "C", "C", "C", "S", "O", "O", "C", "H", "H", "H", "H", "H", "H", "H", "H"],
  "coordinates": [[0.54890, 0.76802, 0.03466], [0.81058, -0.63732, -0.12320], [-0.17808, -1.46341, 0.31906], [-1.47159, -0.94341, -0.01309], [-2.56173, -2.12055, -0.18997], [-2.72097, -2.36894, -1.57793], [-3.94352, -1.29152, 0.25335], [-3.75921, 0.34631, 0.68391], [-0.13334, 1.00031, 0.83604], [0.22132, 1.16218, -0.91152], [1.48962, 1.23516, 0.26783], [-0.03572, -2.41992, -0.16985], [-0.08499, -1.64561, 1.38863], [-4.59553, 0.95312, -0.17683], [-2.06342, 2.13178, 5.83677], [-3.57624, 2.21982, 6.09444], [-4.13513, 3.34636, 5.21141], [-3.04690, 3.44032, 3.78388], [-2.37150, 4.71065, 3.79808], [-3.74383, 2.97537, 2.60948], [-1.90501, 2.17691, 4.32066], [-1.63150, 1.22872, 6.26039], [-1.55921, 2.98710, 6.28988], [-4.04680, 1.27317, 5.82003], [-3.79557, 2.40133, 7.14527], [-5.14637, 3.14044, 4.87062], [-4.10361, 4.31041, 5.71437], [-0.89972, 2.43596, 3.99820], [-2.22024, 1.23834, 3.86083], [1.50759, -1.60200, 4.35588], [2.43607, -1.74737, 5.56933], [2.49048, -0.38357, 6.27182], [0.92607, 0.42419, 5.91685], [1.18131, 1.58802, 5.10921], [0.15142, 0.49334, 7.12945], [0.26948, -0.86742, 4.86337], [1.24839, -2.56837, 3.92607], [2.00074, -1.00963, 3.58192], [2.02966, -2.49703, 6.25066], [3.43163, -2.07621, 5.27793], [2.59941, -0.47924, 7.34845], [3.28360, 0.24523, 5.87271], [-0.32701, -0.42137, 4.07032], [-0.35094, -1.51465, 5.48278], [0.92959, -0.28032, -5.99019], [-0.16530, -0.52476, -4.94263], [0.24930, 0.21439, -3.66358], [1.26246, 1.60223, -4.19437], [2.60352, 1.40298, -3.70156], [0.55329, 2.83284, -3.96513], [1.22637, 1.21647, -5.94170], [0.61495, -0.59150, -6.98477], [1.82585, -0.84608, -5.72785], [-1.11307, -0.12524, -5.30787], [-0.31119, -1.58604, -4.74994], [-0.60788, 0.59397, -3.11345], [0.85923, -0.41082, -3.01326], [2.17819, 1.48696, -6.39242], [0.42006, 1.79613, -6.38909], [-3.51723, -5.12059, -3.40756], [-4.49215, -6.18725, -3.92538], [-3.68979, -7.15221, -4.80945], [-2.00385, -7.11657, -4.18501], [-1.14914, -6.55126, -5.19771], [-1.69266, -8.37692, -3.56177], [-2.28807, -5.88047, -2.92320], [-3.95248, -4.52232, -2.61091], [-3.24102, -4.44619, -4.22026], [-4.91886, -6.73107, -3.08045], [-5.31816, -5.74418, -4.47905], [-4.06296, -8.17111, -4.75370], [-3.66440, -6.82378, -5.84625], [-1.40360, -5.25661, -2.82131], [-2.48809, -6.40388, -1.98878], [5.01236, 4.59086, -2.99007], [5.62932, 5.60573, -2.01701], [4.95754, 5.39820, -0.65261], [4.45881, 3.67036, -0.59809], [3.02050, 3.60793, -0.54978], [5.26826, 2.96619, 0.36501], [5.00131, 3.25778, -2.25066], [5.57606, 4.52598, -3.91936], [3.99018, 4.88705, -3.23514], [6.70196, 5.42149, -1.93112], [5.50060, 6.62974, -2.36439], [5.63464, 5.59462, 0.17418], [4.05983, 6.00371, -0.54754], [4.32256, 2.52888, -2.68576], [6.00458, 2.83964, -2.17118]],
  "mulliken_charge": [-0.3980, -0.3924, -0.4673, -0.0845, 0.6323, -0.4141, -0.3412, 0.0206, 0.1868, 0.1004, 0.2597, 0.4631, 0.3044, 0.1172, -0.4438, -0.8294, -0.7210, 1.1402, -0.6800, -0.6125, -0.5933, 0.2625, 0.3265, 0.3066, 0.3967, 0.3974, 0.3531, 0.4994, 0.2119, -0.6374, -0.8174, -0.7561, 1.2416, -0.6366, -0.7435, -0.2180, 0.4222, 0.3007, 0.3306, 0.3654, 0.3672, 0.3832, -0.0180, 0.4116, -0.6422, -0.7428, -0.4182, 1.1980, -0.6621, -0.7014, -0.7450, 0.3802, 0.2866, 0.3084, 0.3314, 0.3049, 0.2589, 0.4084, 0.3534, -0.3843, -0.7591, -0.6657, 1.1760, -0.6571, -0.6765, -0.6923, 0.2535, 0.2566, 0.3249, 0.3655, 0.3715, 0.3569, 0.3692, 0.3500, -0.5702, -0.6612, -0.7141, 1.2000, -0.5933, -0.7226, -0.2471, 0.3783, 0.2914, 0.2958, 0.3448, 0.3533, 0.3748, 0.0064, 0.3590]
}



2.
{
  "formula": "C5H7NO",
  "method": "wB97M-V/def2-TZVPD",
  "lumo_ha": 0.0356,
  "orbital_gap_ha": 0.32957,
  "largest_force_ha_per_bohr": 0.0050,
  "mol_weight_da": 97.12,
  "smiles": "Cc1cocc1N",
  "symbols": ["C", "C", "C", "O", "C", "C", "N", "H", "H", "H", "H", "H", "H", "H"],
  "coordinates": [[1.38890, 1.09545, 0.49621], [0.09759, 0.33892, 0.46493], [-0.94418, 0.44255, 1.32814], [-1.95707, -0.37971, 0.98764], [-1.56366, -1.03784, -0.14146], [-0.31361, -0.64700, -0.50337], [0.48265, -1.12080, -1.55779], [2.20485, 0.49528, 0.91362], [1.28183, 1.99516, 1.11061], [1.69854, 1.41599, -0.50331], [-1.10453, 1.05439, 2.20488], [-2.27962, -1.73129, -0.55586], [1.07341, -0.39226, -1.93875], [-0.06510, -1.52885, -2.30548]],
  "nbo_charge": [-0.6264, -0.1416, 0.1028, -0.4045, 0.0031, 0.0818, -0.8058, 0.2217, 0.2233, 0.2074, 0.1977, 0.1977, 0.3690, 0.3738]
}



3.
{
  "formula": "C22H48BBeBrClF4MgN3O15P",
  "method": "wB97M-V/def2-TZVPD",
  "lumo_ha": -0.2726,
  "orbital_gap_ha": 0.04591,
  "largest_force_ha_per_bohr": 0.1874,
  "mol_weight_da": 861.08,
  "total_charge": 1,
  "symbols": ["C", "C", "C", "N", "C", "C", "F", "C", "N", "C", "C", "O", "O", "C", "C", "O", "C", "F", "F", "F", "N", "C", "C", "C", "C", "C", "B", "O", "O", "C", "C", "H", "H", "H", "H", "H", "H", "H", "H", "H", "H", "H", "H", "H", "H", "H", "H", "H", "H", "H", "H", "H", "H", "H", "H", "H", "H", "H", "H", "H", "H", "H", "H", "H", "Cl", "O", "H", "H", "H", "Br", "C", "O", "P", "O", "O", "C", "O", "C", "H", "H", "H", "H", "H", "H", "H", "H", "H", "Be", "O", "H", "O", "H", "H", "C", "O", "O", "O", "Mg"],
  "coordinates": [[2.34088, 2.66174, -0.76505], [1.13026, 2.80065, 0.05457], [0.22546, 1.48290, 0.32663], [0.15096, 0.63947, -0.90183], [-0.48793, 1.29667, -2.06859], [-1.67102, 2.31750, -1.72986], [-2.61587, 2.21465, -2.85095], [-0.29486, -0.72323, -0.67519], [-1.62699, -1.18973, -0.32243], [-2.11776, -0.69775, 0.99498], [-1.15620, -0.97917, 2.23359], [-0.73704, 0.01518, 2.88786], [-0.76128, -2.25530, 2.70441], [-2.63228, -1.08380, -1.40108], [-2.24831, -1.79541, -2.78990], [-2.66307, -0.86907, -3.84583], [-3.15713, -3.11879, -3.04190], [-2.94386, -3.46636, -4.43870], [-4.54371, -2.82101, -2.97308], [-2.80613, -4.18843, -2.21204], [0.65013, -1.65069, -0.86458], [0.47987, -3.11900, -0.70540], [1.20495, -3.68216, 0.63990], [2.32718, -4.80601, 0.28395], [1.64461, -6.06970, -0.45193], [3.01832, -5.24424, 1.69644], [2.05328, -1.17290, -1.24119], [3.05629, -1.17873, -0.18192], [2.38177, -0.69959, -2.54945], [3.82598, -0.55530, -2.64218], [4.36683, -0.17329, -4.10117], [3.37429, 2.46788, -0.29256], [2.32232, 2.78009, -1.89866], [0.85815, 3.81060, 0.50296], [0.82401, 0.88667, 1.11118], [-0.77136, 1.73872, 0.81610], [0.33657, 1.91408, -2.59146], [-0.77110, 0.47881, -2.81473], [-2.25799, 1.97144, -0.81169], [-1.34791, 3.41629, -1.69456], [-2.40371, 0.44181, 0.95629], [-3.11481, -1.23362, 1.22382], [0.18936, -2.13791, 2.95628], [-3.58233, -1.62056, -1.01413], [-2.99079, 0.02600, -1.63210], [-1.15119, -2.06707, -2.91261], [-1.87753, -0.59033, -4.36793], [1.07583, -3.60755, -1.56862], [-0.58138, -3.50664, -0.80619], [1.72191, -2.86445, 1.23845], [0.44565, -4.19853, 1.31031], [3.10351, -4.32263, -0.42523], [1.32162, -6.86244, 0.31370], [2.45281, -6.53626, -1.12184], [0.75849, -5.78612, -1.11514], [3.55876, -4.30411, 2.06856], [2.22771, -5.53246, 2.47865], [3.72094, -6.10905, 1.45808], [3.09902, -0.26213, 0.18387], [4.33821, -1.56464, -2.35462], [4.17172, 0.29150, -1.93753], [4.94817, 0.81536, -4.02122], [3.56120, -0.03656, -4.89009], [5.14154, -0.96067, -4.41111], [-4.00129, 1.13403, 1.72897], [-2.96381, -4.28429, -7.02251], [-2.90220, -3.86692, -6.12465], [-2.54302, -3.72216, -7.71100], [-3.89556, -4.50029, -7.25517], [4.38796, -6.12785, 3.78409], [-1.04736, 3.79355, 3.33576], [-1.81939, 4.91409, 2.94585], [-1.07292, 6.45573, 2.84885], [0.14422, 6.05911, 3.67641], [-2.21461, 7.07937, 3.86283], [-3.56612, 6.63375, 3.78703], [-0.41220, 8.02180, 2.60654], [-1.28824, 9.03093, 2.10927], [-1.62366, 2.89084, 3.11926], [-0.11086, 3.74652, 2.77586], [-0.85810, 3.82811, 4.40921], [-3.70885, 5.79180, 4.46942], [-3.83868, 6.33226, 2.77315], [-4.22667, 7.44227, 4.09864], [-1.85158, 9.47018, 2.93338], [-1.97164, 8.61738, 1.36333], [-0.68703, 9.81338, 1.64435], [-4.28973, 0.17690, -2.35461], [-0.69645, 5.44099, -2.99428], [-1.40452, 4.85038, -3.25542], [3.13436, -9.16831, 3.80166], [3.28280, -9.38396, 4.72963], [3.32955, -8.21921, 3.74724], [1.12364, 2.76286, 6.03315], [1.75749, 1.99591, 5.31945], [-0.11916, 2.82423, 6.09762], [1.62151, 3.60186, 6.80694], [5.23714, -2.25981, -1.09452]],
  "mulliken_charge": [-1.0299, -0.3059, -0.4598, 1.3435, -0.6528, -0.2601, -0.3460, -2.6850, 1.0136, 0.0866, 0.0969, -0.3998, -0.4927, -2.2669, 0.2661, -0.5490, 0.6138, -0.5370, -0.2096, -0.1957, 0.8958, -0.6870, -0.7246, 0.9101, -1.2017, -1.8508, 1.4319, -0.4711, -0.4994, 0.4516, -1.2189, 0.3001, 0.2265, 0.4065, 0.4976, 0.2743, 0.4682, 0.1158, 0.1091, 0.2427, -0.6549, 0.8729, 0.3603, 0.5630, 1.4221, 0.2901, 0.4614, 0.6966, 0.0335, 0.1896, 0.5817, -0.2440, 0.3287, 0.3577, 0.2785, 0.4786, 0.5063, 0.5566, 0.2334, -0.3981, 0.3100, 0.3233, 0.2808, 0.3255, -0.5099, -0.3654, 0.6249, 0.4753, 0.4658, -0.4134, -0.4610, -0.4197, 1.1061, -0.6752, -0.3383, -0.6358, -0.3393, -0.5832, 0.2403, 0.0548, 0.4437, 0.2280, 0.3064, 0.2793, 0.2341, 0.2919, 0.2516, 0.0956, -0.7007, 0.2772, -0.5942, 0.3177, 0.2852, 0.9600, -0.3790, -0.3274, -0.2678, 0.2116]
}